Entry 1:
9
Properties=species:S:1:pos:R:3 method="wB97M-V/def2-TZVPD" relative_energy_kcal_mol=58.4 spin_multiplicity=2 orbital_gap_ev="10.4 / 7.3"
C -0.06658 -0.77304 0.62505
H 1.65189 1.26531 1.48080
H -0.71352 1.17698 -0.02662
C -0.15667 0.54315 0.75777
H -0.92326 -1.14989 -0.01399
H 0.92452 -1.15898 0.91154
H -0.51008 -0.52463 -3.16957
O 0.70204 1.27532 1.74240
O -0.90834 -0.65422 -2.30739

***

Entry 2:
10
Properties=species:S:1:pos:R:3 method="wB97M-V/def2-TZVPD" relative_energy_kcal_mol=15.9 charge=-1 spin_multiplicity=1 orbital_gap_ev=7.3
H -2.36484 -1.55402 0.55797
O -1.43749 -0.67395 -1.03388
H 2.14027 1.60406 -0.38217
C 2.05341 0.82060 0.37189
O -3.37575 0.01196 -0.13685
H 3.07479 0.68404 0.71718
S 1.44233 -0.71979 -0.44762
H 1.35786 1.08337 1.15875
H -0.47073 -0.52370 -0.62764
C -2.41984 -0.73258 -0.17762

***

Entry 3:
9
Properties=species:S:1:pos:R:3 method="wB97M-V/def2-TZVPD" relative_energy_kcal_mol=56.6 spin_multiplicity=1 orbital_gap_ev=9.6
H -0.65594 -0.79162 -1.31102
O -1.20032 -0.98154 0.67172
H -2.11531 -0.85884 0.37479
H -0.12197 2.02237 1.04770
H 1.52322 -0.44996 0.83372
C 0.96425 -0.09684 -0.03377
P 0.11063 1.49572 -0.23776
H 1.89174 0.00306 -1.02970
C -0.39630 -0.34235 -0.31568

***

Entry 4:
9
Properties=species:S:1:pos:R:3 method="wB97M-V/def2-TZVPD" relative_energy_kcal_mol=10.3 spin_multiplicity=1 orbital_gap_ev=8.8 smiles="CCP=O"
H 1.04832 -1.17507 1.13526
O -0.49304 0.97522 -2.08372
P -1.27692 1.22431 -0.89189
H 1.64349 0.23984 -0.04626
H 0.63565 -1.18438 -0.56657
H -1.41558 -0.58102 0.37660
C -0.49225 0.16755 0.47677
C 0.89497 -0.50941 0.23678
H -0.54463 0.84296 1.36302